Run a
{
  "formula": "C3H8OS2",
  "method": "ωB97M-V with the def2-TZVPD basis set",
  "e_lumo_ev": 0.7,
  "orbital_gap_ev": 8.987,
  "charge": 0,
  "homo_ev": -8.31,
  "species": ["C", "S", "S", "H", "H", "H", "H", "C", "C", "O", "H", "H", "H", "H"],
  "positions_angstrom": [[-1.26797, 2.43815, 1.20762], [0.01840, 1.63799, 0.10620], [1.44321, 0.53428, 0.97978], [-2.05991, 2.93284, 0.43413], [-1.78514, 1.59213, 1.69539], [-0.88866, 3.22239, 1.91135], [0.67330, -0.40976, 1.41722], [0.83582, -2.16283, -0.15310], [0.61715, -1.67522, -1.44545], [-0.63548, -1.45583, -2.08513], [1.80335, -1.86767, 0.23913], [0.27888, -2.82953, 0.44947], [1.45496, -1.25874, -2.04178], [-0.48789, -0.69820, -2.71484]],
  "mulliken_charge": [-0.73, -0.01, -0.18, 0.24, 0.26, 0.28, 0.17, -1.05, 0.10, -0.49, 0.46, 0.35, 0.26, 0.35]
}



Run b
{
  "formula": "C3H8OS2",
  "method": "ωB97M-V with the def2-TZVPD basis set",
  "e_lumo_ev": 0.6,
  "orbital_gap_ev": 9.016,
  "charge": 0,
  "homo_ev": -8.44,
  "species": ["C", "S", "S", "H", "H", "H", "H", "O", "C", "C", "H", "H", "H", "H"],
  "positions_angstrom": [[-1.16868, -0.94898, -1.83097], [-2.52534, -2.04123, -2.33771], [-3.94697, -1.56656, -0.88656], [-0.46488, -0.93459, -2.66010], [-1.56708, 0.05505, -1.68436], [-0.55820, -1.22971, -0.97109], [-3.61621, -0.25706, -1.00851], [2.45254, 0.43042, 0.02164], [2.41392, 0.33531, 1.21808], [1.70012, 1.40207, 2.00281], [3.10990, -0.38149, 1.71712], [1.76876, 2.36886, 1.50301], [0.61796, 1.20846, 1.83620], [1.78415, 1.55943, 3.08045]],
  "mulliken_charge": [-0.82, -0.02, -0.18, 0.28, 0.29, 0.31, 0.15, -0.45, 0.09, -0.79, 0.34, 0.28, 0.22, 0.31]
}



Stability check: which of them is least stable? run a.



Run a
{
  "formula": "C3H8OS2",
  "method": "ωB97M-V with the def2-TZVPD basis set",
  "e_lumo_ev": -0.3,
  "orbital_gap_ev": 8.246,
  "charge": 0,
  "homo_ev": -8.58,
  "species": ["C", "S", "S", "H", "H", "H", "H", "O", "C", "C", "H", "H", "H", "H"],
  "positions_angstrom": [[2.89836, 1.16300, -0.53010], [1.36122, 0.39408, -0.21613], [0.21397, 1.46192, -1.87811], [3.57173, 0.73700, -1.35964], [2.71562, 2.27817, -0.87355], [3.58162, 1.34100, 0.38973], [1.20622, 2.21708, -2.29395], [-2.83255, -1.07699, 0.84660], [-2.01859, -1.39867, 1.76360], [-1.95725, -2.72940, 2.33122], [-1.20963, -0.71213, 2.10712], [-1.42542, -2.81130, 3.34094], [-3.02136, -2.87456, 2.50273], [-1.49665, -3.46498, 1.53334]],
  "mulliken_charge": [-0.81, 0.02, -0.16, 0.32, 0.23, 0.27, 0.13, -0.53, 0.20, -0.69, 0.27, 0.28, 0.24, 0.22]
}



Run b
{
  "formula": "C3H8OS2",
  "method": "ωB97M-V with the def2-TZVPD basis set",
  "e_lumo_ev": 0.6,
  "orbital_gap_ev": 9.444,
  "charge": 0,
  "homo_ev": -8.82,
  "species": ["C", "C", "C", "O", "S", "S", "H", "H", "H", "H", "H", "H", "H", "H"],
  "positions_angstrom": [[1.04376, 0.08542, -1.13099], [0.04711, 0.38305, 1.11694], [-0.21919, -0.15776, -0.28699], [-1.01462, 0.32571, 1.97404], [-0.69705, -1.96125, -0.15823], [-1.47108, 0.78332, -1.40921], [0.80321, -0.04513, -2.18379], [1.25035, 1.19093, -0.89758], [1.85391, -0.49553, -0.76463], [0.99129, -0.22103, 1.50979], [0.39451, 1.44351, 1.05201], [-0.99230, -0.41517, 2.53543], [0.18439, -2.36866, -1.01341], [-2.17430, 1.45258, -0.34337]],
  "mulliken_charge": [-1.65, -0.74, 0.77, -0.50, -0.21, -0.23, 0.49, 0.37, 0.44, 0.31, 0.32, 0.34, 0.12, 0.17]
}



Stability check: which of them is least stable? run a.



Run a
{
  "formula": "C3H8OS2",
  "method": "ωB97M-V with the def2-TZVPD basis set",
  "e_lumo_ev": 0.4,
  "orbital_gap_ev": 8.873,
  "charge": 0,
  "homo_ev": -8.51,
  "species": ["C", "S", "S", "H", "H", "H", "H", "C", "C", "O", "H", "H", "H", "H"],
  "positions_angstrom": [[0.85981, 0.41172, 1.91082], [-0.58179, -0.78235, 1.42058], [-1.87381, 0.50446, 0.44287], [1.40753, -0.17606, 2.53410], [1.46259, 0.65514, 1.04651], [0.38995, 1.38900, 2.15967], [-0.71619, 1.16946, 0.16307], [1.58567, 1.06001, -1.50914], [1.76864, -0.23805, -1.96072], [0.69807, -0.92620, -2.52181], [2.46954, 1.68513, -1.12564], [0.54160, 1.36937, -1.28910], [2.75753, -0.73877, -2.02678], [0.10772, -0.89954, -1.74834]],
  "mulliken_charge": [-0.85, -0.05, -0.13, 0.36, 0.22, 0.37, 0.03, -0.72, -0.03, -0.45, 0.28, 0.35, 0.31, 0.31]
}



Run b
{
  "formula": "C3H8OS2",
  "method": "ωB97M-V with the def2-TZVPD basis set",
  "e_lumo_ev": 0.2,
  "orbital_gap_ev": 9.204,
  "charge": 0,
  "homo_ev": -9.00,
  "species": ["C", "C", "C", "O", "S", "S", "H", "H", "H", "H", "H", "H", "H", "H"],
  "positions_angstrom": [[0.08370, -0.29553, 1.24901], [0.89174, -1.02428, -1.08162], [0.17825, -0.05143, -0.21223], [-1.86030, -0.13207, -0.71863], [-1.00824, 2.65466, 0.31919], [0.36872, 1.61577, -0.75347], [1.05770, -0.09217, 1.70412], [-0.65904, 0.35805, 1.70239], [-0.18966, -1.32815, 1.45393], [0.67460, -2.05009, -0.79168], [1.96613, -0.85477, -0.97684], [0.63227, -0.87462, -2.12735], [-1.95020, -1.02546, -1.05497], [-0.18568, 3.10010, 1.28814]],
  "mulliken_charge": [-1.11, -1.54, 0.95, -0.64, -0.17, -0.04, 0.33, 0.35, 0.32, 0.37, 0.40, 0.40, 0.22, 0.16]
}



Stability check: which of them is least stable? run a.



Run a
{
  "formula": "C3H6N4O",
  "method": "ωB97M-V with the def2-TZVPD basis set",
  "e_lumo_ev": 0.7,
  "orbital_gap_ev": 9.578,
  "charge": 0,
  "homo_ev": -8.83,
  "species": ["C", "C", "C", "H", "H", "H", "H", "H", "H", "N", "N", "N", "N", "O"],
  "positions_angstrom": [[0.42172, -0.30642, -0.12274], [-1.67930, -0.01824, 0.52557], [-1.56661, 1.19610, -0.37414], [3.07537, -0.91541, 0.61512], [1.01103, -2.18246, -0.10380], [-2.72299, -0.45229, 0.53519], [-1.23188, 0.40700, 1.58821], [-2.65223, 1.59135, -0.67627], [1.49764, 1.13571, -0.61574], [1.50234, -1.28859, -0.39574], [-0.62551, -0.91490, 0.14117], [-0.44926, 1.67460, -0.81029], [0.58776, 0.99669, -0.02838], [2.83190, -0.92313, -0.27816]],
  "mulliken_charge": [0.42, -0.31, 0.00, 0.32, 0.33, 0.31, 0.22, 0.26, 0.42, -0.27, -0.60, -0.53, -0.19, -0.38]
}



Run b
{
  "formula": "C3H6N4O",
  "method": "ωB97M-V with the def2-TZVPD basis set",
  "e_lumo_ev": 0.7,
  "orbital_gap_ev": 9.242,
  "charge": 0,
  "homo_ev": -8.51,
  "species": ["C", "C", "C", "H", "H", "H", "H", "H", "H", "N", "N", "N", "N", "O"],
  "positions_angstrom": [[-0.41308, 0.13588, -0.29543], [1.62963, 0.86393, 0.22301], [2.05477, -0.55296, 0.04301], [-2.58139, -1.40113, -0.35280], [-2.70323, -0.55196, 1.12672], [-1.97352, 1.45300, -0.40347], [2.25559, 1.42748, -0.41776], [1.53808, 1.14267, 1.35769], [3.03626, -0.97119, 0.04001], [-2.72714, -0.48142, 0.10828], [-1.73636, 0.44536, -0.31618], [0.41850, 1.06684, -0.54640], [1.26010, -1.46046, -0.39914], [-0.05822, -1.11603, -0.16755]],
  "mulliken_charge": [0.68, -0.32, -0.08, 0.30, 0.25, 0.27, 0.30, 0.22, 0.42, -0.63, -0.14, -0.65, -0.42, -0.19]
}



Stability check: which of them is least stable? run a.